*one*
Molecular formula: C3H4N2OS
Method: DFT, ωB97M-V/def2-TZVPD

```
11
Properties=species:S:1:pos:R:3
C -2.268 0.373 0.430
C 1.084 -0.042 -0.455
C 1.744 -0.149 -1.723
N 0.516 -0.146 0.555
N 0.044 -0.169 1.692
O -1.934 0.129 3.253
S -1.610 -0.017 1.843
H -3.336 0.536 0.566
H 1.537 0.733 -2.334
H 1.406 -1.040 -2.258
H 2.819 -0.209 -1.568
```

Values from the calculation:
* LUMO: 0.04 eV
* Kohn-Sham gap: 8.78 eV
* net charge: 0

*two*
Molecular formula: C3H4N2OS
Method: DFT, ωB97M-V/def2-TZVPD

```
11
Properties=species:S:1:pos:R:3
C 0.346 0.884 0.559
C -0.445 0.495 -0.490
C 1.752 0.278 0.628
N 1.872 -1.013 1.102
N -1.062 -0.194 -1.153
O 2.750 1.025 0.577
S 0.342 -1.845 1.686
H 0.325 2.004 0.739
H 2.699 -1.485 1.365
H -0.071 -0.613 1.845
H -1.297 -0.248 -2.126
```

Values from the calculation:
* LUMO: 0.53 eV
* Kohn-Sham gap: 9.32 eV
* net charge: 0

*three*
Molecular formula: C3H4N2OS
Method: DFT, ωB97M-V/def2-TZVPD

```
11
Properties=species:S:1:pos:R:3
C 1.032 -0.323 -0.354
C 0.441 -1.382 -0.409
C 1.541 1.013 -0.091
N -2.906 -0.364 0.811
N -2.410 0.568 0.410
O 0.115 -2.631 -0.257
S -1.782 1.706 -0.306
H 0.660 1.420 0.522
H 2.354 0.936 0.468
H 1.745 1.789 -0.853
H -0.791 -2.731 0.060
```

Values from the calculation:
* LUMO: 0.35 eV
* Kohn-Sham gap: 9.30 eV
* net charge: 0

*four*
Molecular formula: C3H4N2OS
Method: DFT, ωB97M-V/def2-TZVPD

```
11
Properties=species:S:1:pos:R:3
C 0.533 -1.158 0.645
C 0.515 1.348 0.034
C -1.599 -0.641 -0.209
H 1.202 -2.058 0.771
H 0.187 -0.776 1.655
H 1.220 1.850 0.623
H -2.547 -1.044 -0.470
N -0.781 1.616 0.243
N -1.831 0.649 -0.078
O -0.601 -1.477 -0.208
S 1.646 0.044 -0.305
```

Values from the calculation:
* LUMO: -0.02 eV
* Kohn-Sham gap: 9.37 eV
* net charge: 0

Here is how they stack up, most stable first: *two*, *four*, *three*, *one*.